[1]
DFT (the ωB97M-V functional and the def2-TZVPD basis) results for C3H3N3O3 in the gas phase.

Last column: natural (NBO) charge in e.
Element x y z (Å)
H -1.2764 2.5067 -0.0987  0.3512
N -0.4096 1.9192 -0.0732  -0.5867
C -0.6778 0.6102 0.0825  0.3268
C -1.9130 -0.1565 -0.1887  -0.0423
N -1.6596 -1.3593 -0.2367  -0.0308
O -0.1941 -1.5297 0.1332  -0.2646
N 0.3527 -0.2554 0.5620  -0.1931
C 1.6659 -0.0387 -0.0500  0.8552
O 2.2352 1.0391 -0.0629  -0.5010
O 2.5650 -1.0930 -0.2890  -0.6713
H -2.9667 0.3921 -0.1417  0.2617
H 2.2784 -2.0345 0.3632  0.4947

Cartesian forces, eV/Å:
H 0.7 -1.0 -0.7
N -1.9 -3.6 1.3
C 1.4 6.7 0.2
C -1.1 3.9 1.5
N 2.1 -3.0 0.6
O -1.6 -0.6 -0.3
N -1.0 -0.8 -3.0
C 4.3 1.4 1.5
O -2.6 -1.5 -0.5
O -3.6 -4.0 3.3
H 2.4 -1.7 -0.7
H 1.0 4.2 -3.2

Calculated values
- lowest unoccupied orbital energy (eV) = -0.5
- DFT total energy (eV) = -13766.60916
- E_HOMO (eV) = -10.0
- ΔE to the lowest compared entry with this formula, charge and spin (eV) = 7.0476
- SMILES = [H]/N=c1\cnon1C(=O)O
- total charge = 0
- orbital gap (hartree) = 0.349
- spin multiplicity = 1

=====

[2]
DFT (the ωB97M-V functional and the def2-TZVPD basis) results for 3 unconnected molecules or ions with the total composition C4H14N2O2.

Last column: natural (NBO) charge in e.
Element x y z (Å)
N -2.8016 0.7583 0.9635  -0.8322
C -1.5326 0.6702 0.3858  -0.0101
C -1.2875 0.4875 -0.9007  -0.2831
C 0.0827 0.6461 -1.5137  -0.4314
C 1.2344 1.2321 -0.6557  -0.2124
N 2.0851 0.2186 -0.0040  -0.8607
H -2.8437 0.9133 1.9575  0.3826
H -3.5437 0.2387 0.5427  0.3822
H -0.7046 0.8762 1.0428  0.1679
H -1.9895 0.2822 -1.6887  0.1976
H -0.0041 1.3166 -2.3697  0.1992
H 0.4839 -0.2723 -1.9456  0.2141
H 0.7732 1.8626 0.1114  0.1752
H 1.8603 1.8126 -1.3263  0.1810
H 1.8769 -0.7274 -0.2647  0.3745
H 2.0257 0.2529 1.0053  0.3485
O 0.1535 -0.6718 3.6020  -0.9485
H 0.2023 0.0038 2.9253  0.4714
H -0.3944 -1.4136 3.3407  0.4788
O 1.3821 -2.6035 -1.4146  -0.9446
H 2.1780 -2.6693 -1.9519  0.4743
H 0.7637 -3.2139 -1.8413  0.4759

Cartesian forces, eV/Å:
N 0.6 0.2 0.3
C -1.0 0.2 -0.2
C 1.5 -0.1 -0.6
C 1.0 0.3 0.1
C -0.7 -0.9 0.1
N 0.0 0.4 0.5
H -0.1 -0.3 -0.2
H -0.2 -0.1 0.0
H 0.0 0.1 0.2
H -0.9 0.0 0.3
H -0.3 0.1 -0.1
H -0.3 -0.3 0.0
H 0.4 0.3 -0.2
H 0.0 0.3 0.1
H -0.3 -0.3 -0.3
H 0.1 0.1 -0.1
O 0.4 0.1 0.9
H -0.3 -0.3 -0.4
H -0.1 0.2 -0.5
O -0.1 -0.3 -0.3
H 0.1 0.0 0.0
H 0.1 0.2 0.2

Calculated values
- lowest unoccupied orbital energy (eV) = 0.7
- DFT total energy (eV) = -11449.22647
- E_HOMO (eV) = -7.9
- ΔE to the lowest compared entry with this formula, charge and spin (eV) = 1.4636
- SMILES = N/C=C/CCN.O.O
- total charge = 0
- orbital gap (hartree) = 0.316
- spin multiplicity = 1

=====

[3]
DFT (the ωB97M-V functional and the def2-TZVPD basis) results for a molecular structure, C13H29GeNOScSeSi.

Last column: natural (NBO) charge in e.
Element x y z (Å)
Sc 0.8030 1.5866 -0.5630  1.9160
N 0.4095 5.6651 -0.7215  -0.7382
C 0.8126 4.4311 -0.9805  0.7231
O 0.0013 3.4803 -0.8228  -0.7527
C 2.2214 4.1575 -1.4521  -0.5083
C 2.6545 2.7038 -1.1766  -1.0635
H -0.5456 5.8354 -0.4366  0.4277
H 1.0386 6.4500 -0.8251  0.4220
H 2.8896 4.9041 -1.0028  0.2373
H 2.2162 4.3809 -2.5331  0.2542
H 3.4784 2.6868 -0.4246  0.2393
H 3.0917 2.2551 -2.1036  0.2317
C -0.2095 -2.8584 -0.5526  -1.0944
Ge 1.0687 -2.3404 -1.9327  1.5917
C 2.6109 -1.3926 -1.1491  -1.0446
C 1.6904 -3.9180 -2.8911  -1.0763
C 0.2869 -1.1396 -3.3235  -1.0092
Se -0.4959 0.5856 -2.8351  0.3087
C -2.1625 0.0215 -1.9913  -0.7641
H 0.2621 -3.6003 0.0856  0.2485
H -1.0862 -3.3197 -1.0014  0.2395
H -0.5212 -2.0283 0.0877  0.2465
H 3.0416 -1.9659 -0.3350  0.2575
H 2.3922 -0.4029 -0.7204  0.1597
H 3.3835 -1.2174 -1.8964  0.2457
H 2.1905 -4.6006 -2.2110  0.2470
H 2.3828 -3.6628 -3.6864  0.2399
H 0.8422 -4.4391 -3.3267  0.2416
H -0.4874 -1.6452 -3.8998  0.2508
H 1.0731 -0.8766 -4.0348  0.2524
H -1.9661 -0.5749 -1.0965  0.2463
H -2.7287 -0.5402 -2.7365  0.2419
H -2.7062 0.9315 -1.7215  0.2495
C -3.4601 -1.0375 2.8235  -1.0942
Si -1.7654 -0.5511 3.4747  1.5643
C -1.8925 0.7275 4.8447  -1.0931
C -0.7899 -2.0643 4.0176  -1.0937
C -0.8262 0.2299 2.0645  -0.3975
C -0.2355 0.7394 1.1282  -0.7324
H -4.0134 -1.5744 3.5885  0.2454
H -3.3803 -1.6884 1.9579  0.2360
H -4.0455 -0.1702 2.5398  0.2415
H -2.3458 0.3016 5.7302  0.2444
H -2.4994 1.5722 4.5361  0.2420
H -0.9135 1.1015 5.1205  0.2439
H -1.2590 -2.5473 4.8679  0.2450
H 0.2237 -1.7971 4.3026  0.2438
H -0.7295 -2.7943 3.2141  0.2374

Cartesian forces, eV/Å:
Sc -0.4 0.2 -0.5
N 0.2 0.0 -0.2
C 0.2 0.5 0.1
O 0.0 -0.5 0.1
C 0.1 0.2 -0.1
C 0.5 -0.4 0.2
H 0.1 0.0 0.0
H -0.2 -0.2 0.0
H -0.1 -0.1 -0.1
H 0.0 -0.1 0.3
H -0.5 0.0 -0.5
H -0.3 0.3 0.6
C 0.0 0.3 0.0
Ge 0.0 0.1 0.1
C -0.2 0.3 -0.2
C -0.1 0.1 0.0
C 0.0 -0.1 0.1
Se 0.1 0.0 0.1
C -0.1 -0.1 0.1
H 0.1 -0.1 0.1
H -0.1 0.0 0.0
H 0.1 0.0 -0.1
H 0.0 -0.1 0.1
H -0.1 -0.1 0.0
H 0.0 -0.1 -0.1
H 0.1 -0.1 0.1
H 0.1 0.1 -0.1
H -0.1 -0.1 -0.1
H 0.0 0.0 0.0
H 0.0 0.0 0.0
H 0.0 0.1 -0.2
H 0.1 0.1 0.1
H 0.1 -0.2 -0.1
C 0.4 0.1 0.2
Si 0.0 0.0 0.1
C 0.0 -0.3 -0.4
C -0.2 0.3 -0.2
C -0.4 -0.3 0.4
C 0.7 0.3 -0.4
H -0.1 -0.1 0.2
H 0.1 -0.1 -0.1
H -0.1 0.2 -0.1
H -0.1 -0.2 0.3
H -0.1 0.2 -0.1
H 0.2 0.1 0.0
H -0.1 -0.1 0.2
H 0.1 0.1 0.0
H 0.0 -0.1 -0.1

Calculated values
- lowest unoccupied orbital energy (eV) = -2.9
- DFT total energy (eV) = -167924.48455
- E_HOMO (eV) = -12.0
- total charge = +1
- orbital gap (hartree) = 0.332
- spin multiplicity = 1

=====

[4]
DFT (the ωB97M-V functional and the def2-TZVPD basis) results for 8 unconnected molecules or ions with the total composition C31H27B3N4O25.

Last column: Mulliken charge in e.
Element x y z (Å)
N -0.0714 0.8137 0.2725  1.5356
H -0.1251 1.8117 -0.0447  0.8783
H -0.8208 0.2285 -0.1097  -0.3779
H -0.2704 0.8916 1.2786  0.1547
H 0.8218 0.3956 0.0059  0.4387
O 7.5027 -1.7919 4.6752  -0.6233
C 6.3088 -1.8291 4.6038  0.5275
O 5.4993 -0.7973 4.4160  -0.5483
B 4.1037 -1.2248 4.4582  1.3317
O 4.1594 -2.7045 4.6111  -0.5115
C 5.4127 -3.0956 4.7831  0.6145
O 5.8331 -4.1859 4.9732  -0.5666
O 3.3400 -0.5960 5.5666  -0.5324
C 2.3127 0.0401 5.0403  0.4709
O 1.4769 0.6669 5.6332  -0.6453
C 2.3543 -0.1310 3.4965  0.6194
O 3.3990 -0.8665 3.2205  -0.6102
O 1.5330 0.3079 2.7391  -0.5972
O 4.4910 -6.2098 3.4881  -0.5871
C 3.5805 -5.8205 2.8285  0.7310
O 3.6373 -4.8624 1.9054  -0.5562
B 2.3438 -4.7294 1.2151  1.2246
O 1.4729 -5.7596 1.8363  -0.4847
C 2.1274 -6.3707 2.7966  0.4710
O 1.7383 -7.2528 3.5117  -0.6408
O 2.4213 -4.8890 -0.2389  -0.5860
C 2.1473 -3.7285 -0.8443  0.1764
O 2.1043 -3.5305 -2.0190  -0.5505
C 1.8623 -2.7078 0.2590  0.7282
O 1.8192 -3.3504 1.4051  -0.4981
O 1.6789 -1.5313 0.1002  -0.5384
O 3.4889 4.4838 -6.1076  -0.6269
C 2.8504 3.4742 -5.9939  0.6217
O 2.9429 2.6009 -5.0071  -0.4953
B 1.9062 1.5367 -5.1761  0.8985
O 1.2061 1.9044 -6.4081  -0.5177
C 1.6240 3.0732 -6.8671  0.6151
O 1.1401 3.6848 -7.7677  -0.6080
O 2.5317 0.2046 -5.2748  -0.5458
C 2.0457 -0.5777 -4.3139  0.1562
O 2.2925 -1.7212 -4.1078  -0.5125
C 1.1070 0.2829 -3.4502  0.5555
O 1.0557 1.5065 -3.9776  -0.2934
O 0.5108 -0.0770 -2.4813  -0.3598
C -4.5741 1.6077 -3.6668  -0.7081
C -3.1815 1.0138 -3.8622  -0.4592
C -2.4889 1.5302 -2.6033  0.5725
O -3.4662 1.4480 -1.5714  -0.1344
C -4.7683 1.5804 -2.1363  -0.6201
H -5.3704 1.0467 -4.1514  0.3213
H -4.5007 2.6572 -3.9492  0.3293
H -2.6759 1.3730 -4.7573  0.4060
H -3.1782 -0.0772 -3.8915  0.3100
H -2.1755 2.5765 -2.7318  0.2597
H -1.5867 0.9890 -2.3159  -0.7933
H -5.2611 2.5176 -1.8497  0.2790
H -5.3592 0.7674 -1.7063  0.3677
N -1.8160 1.2480 2.4018  -0.2498
C -1.5946 0.8881 3.6734  -0.4009
C -2.6053 0.3834 4.4734  -0.6663
C -3.8471 0.1500 3.9060  -0.2271
C -4.0790 0.4940 2.5878  -0.8285
C -3.0299 1.0880 1.8905  -0.4119
H -0.5594 0.9531 3.9930  0.6060
H -2.3834 -0.0927 5.4205  0.4024
H -4.6783 -0.2861 4.4501  0.3556
H -4.9695 0.3021 2.0041  0.4752
H -3.1330 1.2931 0.8284  0.6985
N 0.0942 3.5384 -0.4412  -0.4535
C 0.6100 3.9046 -1.6159  -0.4387
C 0.8667 5.2187 -1.9687  -0.8600
C 0.5847 6.1957 -1.0208  -0.2476
C 0.1043 5.8276 0.2246  -0.6907
C -0.1433 4.4859 0.4607  -0.3480
H 0.8231 3.0888 -2.3001  0.7419
H 1.2468 5.5220 -2.9327  0.4803
H 0.8501 7.2199 -1.2570  0.3690
H -0.1200 6.5799 0.9684  0.3826
H -0.5507 4.2201 1.4308  0.4080
N -1.9046 -1.4388 -0.0878  0.3027
C -2.8791 -1.8078 -0.9289  -0.2601
C -3.7886 -2.7963 -0.6358  -0.8472
C -3.7099 -3.4552 0.5866  -0.3924
C -2.6003 -3.2123 1.3757  -1.0787
C -1.7438 -2.1809 0.9970  -0.3811
H -2.9825 -1.1678 -1.7961  0.2035
H -4.5888 -2.9833 -1.3415  0.4212
H -4.3797 -4.2434 0.9073  0.4076
H -2.4634 -3.6614 2.3491  0.4617
H -0.9390 -1.8731 1.6605  0.6005

Cartesian forces, eV/Å:
N -0.1 0.7 -0.1
H 0.1 -0.4 -0.3
H 0.0 -0.3 -0.2
H 0.5 -0.4 0.0
H 0.0 -0.3 0.4
O 0.0 0.1 -0.1
C -0.2 -0.3 0.4
O 0.1 0.4 0.0
B 0.4 -1.1 0.0
O -0.3 0.3 0.3
C 0.4 0.9 -0.7
O 0.0 -0.6 0.5
O -0.1 0.1 -0.5
C 0.0 0.2 0.1
O -0.2 0.0 0.1
C 0.0 -0.4 0.4
O -0.1 0.3 -0.2
O -0.1 0.3 -0.1
O -0.1 -0.3 0.1
C -0.1 0.3 -0.6
O -0.1 -0.1 -0.2
B 0.1 0.1 0.3
O -0.3 0.3 -0.2
C 0.7 -0.4 0.5
O -0.4 0.1 -0.1
O 0.0 0.1 -0.1
C 0.2 -0.5 -0.1
O 0.0 -0.1 0.1
C -0.2 0.4 0.2
O 0.0 0.0 0.2
O -0.1 0.1 -0.1
O 0.1 -0.2 -0.2
C -0.5 0.6 0.6
O -0.1 -0.1 -0.4
B 1.1 0.1 -0.1
O -0.5 -0.1 0.1
C 0.5 -0.5 0.3
O -0.1 0.3 -0.3
O -0.4 0.3 0.0
C 0.2 0.0 0.2
O 0.0 0.0 -0.4
C -0.1 0.1 -0.2
O -0.2 -0.2 -0.1
O -0.2 0.1 0.3
C 0.2 -0.5 0.6
C 0.3 0.1 0.3
C 0.3 0.2 -0.2
O 0.0 0.1 0.3
C 0.2 0.2 0.0
H 0.0 0.3 -0.4
H -0.5 -0.1 -0.4
H -0.1 0.0 -0.1
H -0.1 0.0 0.1
H -0.1 0.0 -0.1
H -0.2 -0.2 0.1
H 0.2 0.0 0.3
H -0.1 -0.1 -0.4
N 0.1 0.3 0.5
C 0.0 0.1 -0.3
C 0.1 -1.0 0.0
C -0.9 0.2 -0.2
C 0.7 0.6 -0.6
C 0.0 -0.7 -0.2
H -0.1 0.0 0.2
H 0.1 0.5 0.2
H 0.3 -0.2 0.3
H -0.3 -0.1 0.5
H -0.1 0.2 0.0
N 0.0 0.3 0.2
C 0.1 -0.4 -0.4
C -0.4 0.4 0.6
C 0.6 0.0 -0.2
C -0.2 0.2 -0.4
C -0.1 0.5 0.2
H 0.0 0.1 -0.1
H 0.1 -0.3 -0.1
H -0.3 0.1 0.1
H 0.1 -0.1 0.1
H 0.0 -0.5 -0.1
N -0.1 -0.4 -0.4
C 0.2 0.8 0.4
C -0.7 -0.1 -0.1
C 0.8 -0.6 -0.1
C -0.2 0.8 0.2
C 0.2 0.3 0.6
H 0.0 -0.2 -0.2
H 0.0 -0.1 0.1
H -0.3 0.2 -0.3
H 0.1 -0.3 -0.1
H 0.1 -0.2 -0.1

Calculated values
- lowest unoccupied orbital energy (eV) = 3.3
- DFT total energy (eV) = -91782.99731
- E_HOMO (eV) = -5.0
- ΔE to the lowest compared entry with this formula, charge and spin (eV) = 0.4827
- total charge = -2
- orbital gap (hartree) = 0.304
- spin multiplicity = 1

=====

[5]
DFT (the ωB97M-V functional and the def2-TZVPD basis) results for C16H23N3O3S in the gas phase.

Last column: natural (NBO) charge in e.
Element x y z (Å)
C -0.3723 -0.6639 3.4561  -0.2632
O 0.4176 -1.1825 2.4066  -0.5168
C -0.2089 -1.7856 1.3525  0.2490
C -1.5796 -1.9661 1.2436  -0.2817
C -2.1169 -2.5772 0.1213  -0.2039
C -1.2962 -3.0146 -0.8994  -0.2263
C 0.0746 -2.8416 -0.8011  -0.2663
C 0.6274 -2.2332 0.3118  0.3001
O 1.9945 -2.0717 0.4664  -0.5292
C 2.6449 -1.3141 -0.5446  0.0221
C 4.1383 -1.3041 -0.2386  -0.6130
C 2.0903 0.1181 -0.5632  0.6478
O 1.8919 0.7331 -1.5960  -0.6399
N 1.8471 0.5589 0.6818  -0.4624
N 1.1903 1.7464 1.0319  -0.4592
C -0.1302 2.0040 0.7099  0.2919
S -1.0749 2.7342 1.8545  -0.2910
N -0.5219 1.6694 -0.5166  -0.6062
C -1.8225 1.9529 -1.0741  -0.0596
C -2.5162 0.6556 -1.4987  -0.4120
C -1.8605 0.2890 -2.8357  -0.4181
C -1.2882 1.6029 -3.4047  -0.4213
C -1.6715 2.6976 -2.4011  -0.4095
H 0.3334 -0.2645 4.1829  0.2001
H -0.9706 -1.4455 3.9305  0.1779
H -1.0245 0.1422 3.1054  0.2073
H -2.2389 -1.6178 2.0221  0.2289
H -3.1862 -2.7058 0.0515  0.2201
H -1.7156 -3.4892 -1.7724  0.2198
H 0.7222 -3.1894 -1.5915  0.2227
H 2.4714 -1.7435 -1.5403  0.1990
H 4.3135 -0.8808 0.7468  0.2160
H 4.6599 -0.7109 -0.9841  0.2279
H 4.5204 -2.3211 -0.2539  0.2250
H 1.8774 -0.1517 1.4165  0.4285
H 1.4273 2.0445 1.9714  0.4088
H 0.1951 1.3860 -1.1803  0.4350
H -2.3902 2.5102 -0.3251  0.2469
H -2.4028 -0.1296 -0.7532  0.2255
H -3.5793 0.8544 -1.6330  0.2047
H -2.5830 -0.1627 -3.5138  0.2100
H -1.0622 -0.4359 -2.6749  0.2092
H -1.6851 1.8214 -4.3948  0.2126
H -0.2039 1.5341 -3.4922  0.2136
H -0.9268 3.4897 -2.3426  0.2200
H -2.6300 3.1444 -2.6652  0.2094

Cartesian forces, eV/Å:
C -0.3 0.2 0.3
O 0.1 -0.4 -0.4
C 0.3 0.1 0.0
C 0.1 0.1 0.2
C 0.0 -0.1 -0.1
C -0.1 0.0 0.0
C 0.2 0.1 0.2
C -0.1 0.1 0.1
O -0.1 -0.3 0.1
C 0.3 0.2 -0.3
C -0.4 -0.1 0.0
C 0.0 -0.1 0.0
O 0.1 0.1 -0.3
N -0.1 -0.1 0.5
N 0.6 -0.1 -0.2
C -0.2 -0.2 -0.3
S -0.3 0.4 0.5
N 0.5 -0.1 0.1
C -0.7 0.1 0.1
C 0.0 0.0 0.1
C -0.1 -0.1 0.0
C 0.0 0.0 -0.1
C 0.1 0.0 0.1
H -0.1 0.0 0.0
H 0.0 0.0 0.0
H 0.1 0.0 0.0
H 0.0 0.1 0.1
H -0.1 0.0 0.0
H 0.0 0.0 -0.1
H 0.1 0.0 -0.1
H -0.1 0.2 0.2
H 0.0 0.1 0.1
H 0.1 0.1 -0.1
H 0.1 -0.1 0.0
H -0.3 0.3 -0.2
H -0.1 -0.1 -0.3
H 0.2 0.0 0.2
H 0.1 -0.1 -0.2
H -0.1 0.1 0.0
H -0.1 0.0 0.0
H 0.0 -0.1 0.0
H 0.0 -0.1 0.0
H 0.1 0.0 -0.1
H 0.0 0.0 -0.1
H 0.0 0.1 0.0
H 0.0 0.0 0.0

Calculated values
- lowest unoccupied orbital energy (eV) = 0.7
- DFT total energy (eV) = -38413.10994
- E_HOMO (eV) = -8.2
- ΔE to the lowest compared entry with this formula, charge and spin (eV) = 2.6177
- SMILES = COc1ccccc1O[C@H](C)C(=O)NNC(=S)NC1CCCC1
- total charge = 0
- orbital gap (hartree) = 0.327
- spin multiplicity = 1